A structure of composition C3H4O2. Source: the Open Molecules 2025 dataset; level of theory: ωB97M-V/def2-TZVPD.

Cartesian coordinates (Å):
H: -0.052 1.345 -0.986
C: -0.016 0.760 -0.022
H: 0.031 1.463 0.765
H: 1.568 -0.538 -0.845
O: -0.234 -1.363 -0.065
C: 0.857 -0.494 0.048
H: 1.331 -0.579 1.046
C: -1.135 -0.283 0.050
O: -2.348 -0.311 0.009

Calculated values
gap between HOMO and LUMO	11.61	eV
electronic energy	-7269.8993	eV
multiplicity	1

=====

A structure of composition C7H6N2S. Source: the Open Molecules 2025 dataset; level of theory: ωB97M-V/def2-TZVPD.

Cartesian coordinates (Å):
H: -1.450 2.305 -1.739
H: 0.147 2.018 -1.075
C: 1.415 -0.954 0.177
H: 2.478 -1.765 -1.487
C: -0.768 1.468 -1.461
C: 2.085 -0.473 2.576
N: -2.725 0.995 -0.048
H: -0.337 0.890 -2.193
N: -1.637 -0.701 1.478
H: 0.632 -1.583 -1.690
C: -0.979 -0.298 0.441
C: 1.856 -0.638 1.400
H: 2.428 -0.621 3.632
S: -3.085 0.199 1.358
C: 1.463 -1.522 -0.982
C: -1.520 0.682 -0.386

Calculated values
gap between HOMO and LUMO (spin up / spin down)	7.63 / 7.57	eV
electronic energy	-21163.4726	eV
multiplicity	3

=====

A cluster of 25 separate species, C9H66NO25 in total. Source: the Open Molecules 2025 dataset; level of theory: ωB97M-V/def2-TZVPD.

Cartesian coordinates (Å):
H: 1.849 2.432 1.674
O: -1.540 1.834 -3.754
O: 2.626 0.407 -2.803
C: -0.744 0.040 -0.016
O: -4.241 1.697 2.678
H: 3.475 -3.591 0.071
H: -0.206 -0.834 -2.004
H: -4.428 -0.265 2.801
H: 0.024 0.419 3.012
C: 2.978 -0.089 1.156
O: 2.205 4.764 2.699
H: -1.944 0.344 1.871
H: 3.093 -1.030 1.694
H: 2.030 2.094 -0.088
H: -1.495 3.707 3.028
C: 1.451 1.893 0.814
H: 0.066 3.407 0.082
H: -3.497 -3.784 -1.322
C: 1.097 0.331 2.842
H: 4.054 1.343 -2.127
O: -2.564 -2.504 -4.054
H: -2.722 3.403 -1.194
H: 5.443 1.936 -2.016
O: 4.548 2.038 -1.691
C: -0.650 1.501 -0.545
H: 2.452 -0.527 -2.925
C: 1.474 0.346 1.326
H: -0.664 0.151 -4.070
H: -4.159 3.401 -1.672
O: 3.815 -3.228 0.889
H: 0.160 -0.770 -4.945
H: -3.582 -2.827 -2.492
H: -2.971 -2.738 -4.888
C: 0.033 2.410 0.521
O: 4.585 4.569 -0.767
O: -4.087 1.144 -1.605
N: 0.569 -0.438 0.528
H: 2.114 4.083 2.032
H: 3.399 -0.189 0.156
O: 6.034 -1.174 2.134
O: -4.124 -3.308 -1.867
H: -1.949 3.297 4.412
H: -0.934 -0.771 5.383
H: -1.913 0.769 4.307
H: 1.710 -2.241 -1.030
H: -1.256 4.541 -3.764
H: -4.125 -1.706 2.448
O: 5.447 -1.306 -2.288
H: 6.827 -0.855 1.702
H: 4.524 3.616 -0.700
H: -4.776 1.956 3.429
H: 4.892 -0.551 -2.094
O: -3.395 3.969 -1.573
O: -0.404 4.109 -3.828
H: 5.562 -1.648 1.449
H: -1.899 -1.855 -4.286
H: -3.019 -0.264 4.291
H: -0.464 -4.865 -3.605
H: 1.387 -2.789 -2.403
H: 1.681 1.054 3.411
O: -0.592 -4.296 -2.847
H: 3.147 -2.602 1.169
O: 0.567 -3.463 3.618
O: 0.795 -4.553 -0.447
H: 1.341 -3.939 3.917
C: -2.014 -0.146 0.900
H: -2.017 -1.206 1.156
H: -0.568 3.212 -3.538
O: -4.449 -2.930 1.104
O: -2.167 -0.073 4.683
H: -1.876 -0.229 -1.857
H: -0.207 1.646 -1.530
C: -1.069 -0.751 -1.343
H: -1.215 -3.634 -3.146
H: -1.737 1.401 -2.923
H: -5.247 -3.280 0.707
H: -4.489 0.590 -2.275
H: -3.466 2.256 2.732
H: 0.681 -4.355 -1.377
O: -0.173 -1.243 5.721
O: 0.659 -1.896 0.721
H: 0.270 -1.575 4.941
H: 2.148 0.638 -2.006
O: -2.135 3.161 3.484
H: -4.550 0.920 -0.798
H: -2.211 1.512 -4.357
H: 3.662 0.618 1.626
H: 1.324 -0.684 3.169
H: 0.582 -3.735 0.001
O: 2.035 -2.267 -1.930
H: 6.322 -0.936 -2.408
H: -0.578 2.272 1.413
H: -1.384 -1.764 -1.090
H: -1.649 1.938 -0.537
H: -3.935 -2.606 0.364
H: 0.805 -3.140 2.748
H: 2.840 5.378 2.330
O: -0.701 -0.685 -4.535
H: 4.657 4.740 -1.706
H: -3.033 -0.039 0.527
O: -4.226 -1.114 3.194

Calculated values
charge	-1
gap between HOMO and LUMO	5.04	eV
electronic energy	-63083.2089	eV
multiplicity	1

=====

The molecule C2H2N2OS2. Source: the Open Molecules 2025 dataset; level of theory: ωB97M-V/def2-TZVPD.

Cartesian coordinates (Å):
S: -0.322 -0.748 -1.379
N: 1.159 -1.052 0.863
C: -0.076 1.421 0.273
N: -0.874 0.580 -0.495
H: -1.843 0.910 -0.661
C: 0.490 -1.608 -0.062
S: 1.394 0.638 0.942
O: -0.355 2.537 0.584
H: 0.427 -2.678 -0.066

Calculated values
gap between HOMO and LUMO	9.33	eV
electronic energy	-28803.6140	eV
SMILES string	O=C1NSC=NS1
multiplicity	1